# 1
C6H9NS | ωB97M-V with the def2-TZVPD basis set

```
17
Properties=species:S:1:pos:R:3:forces:R:3
S 1.527396 0.026904 -1.692791 -0.81 -0.58 0.43
N -1.680263 1.085143 1.507966 2.35 -1.49 -0.43
C -1.519614 -0.238291 0.843785 -3.77 0.40 -4.04
C 0.013054 -0.805490 -1.017252 0.01 2.93 1.16
C -0.488093 0.068077 1.697576 0.48 1.23 2.20
C 0.783306 0.435881 1.079400 -0.45 0.27 -2.66
C -1.245677 -0.002425 -0.646046 1.10 0.00 -0.77
C 1.085579 -0.615269 -0.015708 1.19 -0.66 -0.52
H -1.102715 1.047182 -0.932996 0.17 -0.11 0.74
H -2.302292 -1.003841 0.929110 0.51 0.19 0.78
H -0.188023 -1.760695 -1.329177 -0.06 -2.23 -0.98
H -2.298043 0.951892 2.254985 -1.06 -0.16 1.63
H 1.644703 -1.594212 0.159240 -0.57 1.73 0.46
H -0.328575 -0.477805 2.594638 -0.65 -0.21 1.03
H 0.676461 1.460428 0.699504 -0.02 -0.45 -0.68
H 1.532873 0.566865 1.759474 2.18 -0.25 1.92
H -2.082218 -0.271183 -1.256436 -0.59 -0.61 -0.29
```
Positions in Å, forces in eV/Å.

Values from the calculation:
HOMO   -8.69 eV
Orbital gap   9.6 eV
Energy   -18690.81290 eV
Energy above the lowest of the compared OMol25 structures with the same formula, charge and spin   55.29 kcal per mole

Atom charges from the Mulliken analysis, given in e for atoms 1 to 4: S -0.17; N -0.67; C 0.23; C -0.32

***

# 2
C3H15N2O2 | ωB97M-V with the def2-TZVPD basis set

```
22
Properties=species:S:1:pos:R:3:forces:R:3
O -0.750457 -1.465486 2.846771 -0.14 -0.58 -0.15
O 2.007206 -0.344388 1.989389 -0.29 0.07 -0.37
N -0.422855 -0.631475 0.088531 -1.03 -0.30 -1.50
N -1.601743 1.530591 -1.262931 -0.17 -0.88 -0.02
C -0.302552 1.606002 -1.927703 1.17 0.36 0.47
C 0.776475 -0.529031 -0.827666 -0.40 0.62 0.57
C 0.379400 0.233303 -2.091906 -1.20 -0.34 0.41
H -0.390490 -0.361923 -2.601217 0.43 -0.25 -0.35
H 2.179834 -0.607187 2.898079 0.02 0.19 0.04
H -0.271865 -1.140676 0.965384 0.24 0.80 0.68
H -1.086848 -1.232675 -0.418973 0.14 0.04 0.11
H -0.308458 2.076306 -2.905171 -0.30 0.05 -0.28
H -1.966977 2.421222 -0.961720 0.18 0.25 -0.04
H 0.326114 2.253830 -1.319276 0.14 0.08 0.14
H 1.264001 0.316503 -2.704495 0.09 0.04 -0.37
H -0.972480 0.271484 0.046151 0.36 -0.13 0.64
H -0.190216 -1.520504 3.631542 -0.07 0.05 -0.11
H -2.294242 1.135542 -1.892099 -0.05 0.03 0.06
H 1.331179 0.348099 2.008274 0.36 -0.12 0.46
H -1.180023 -2.336512 2.803620 0.05 0.36 0.19
H 1.002261 -1.569345 -0.990259 0.65 -0.18 -0.51
H 1.593330 -0.051985 -0.281285 -0.19 -0.14 -0.07
```
Positions in Å, forces in eV/Å.

Values from the calculation:
HOMO   -13.92 eV
Orbital gap   11.0 eV
Energy   -10423.65284 eV
Energy above the lowest of the compared OMol25 structures with the same formula, charge and spin   8.61 kcal per mole
Charge   +1

Atom charges from the Mulliken analysis, given in e for atoms 1 to 4: O -0.68; O -0.64; N -0.28; N -0.60

***

# 3
C12H36O6 | ωB97M-V with the def2-TZVPD basis set

```
54
Properties=species:S:1:pos:R:3:forces:R:3
O 5.769340 -1.853685 0.236305 -0.75 -0.28 0.75
O -2.725962 -4.315000 1.055955 -0.35 -0.29 0.54
O 1.377949 0.737709 0.027339 0.18 0.48 0.47
O 1.926358 4.696920 2.466814 -0.39 0.45 0.59
O 2.668023 -0.100381 -2.466271 0.13 0.31 -0.37
O -5.411775 0.305310 -2.299715 0.49 -0.11 -0.35
C -5.577114 0.896465 -1.038582 -0.59 -0.06 1.69
C 5.082427 0.323347 0.909307 0.04 0.10 0.47
C 3.319969 2.204145 -2.287611 -0.04 0.60 -0.72
C -4.685923 0.189698 -0.019590 0.31 -1.39 -1.16
C 1.455326 3.609513 1.715977 -0.57 -0.79 -1.35
C 3.386898 0.958436 -3.154063 -0.37 -0.17 1.22
C 0.110379 0.166765 -0.251320 0.66 -0.63 -0.32
C -4.051898 -4.691487 1.517334 0.60 1.42 -0.99
C 4.732537 -0.860815 0.042624 1.08 0.19 -1.17
C -0.508218 -0.305201 1.044584 -0.71 0.10 -0.27
C -4.539635 -5.809173 0.639959 -0.39 -0.72 0.64
C -0.018639 3.817007 1.358523 0.39 1.16 1.42
H 2.927330 1.150543 -4.123597 0.20 -0.16 -0.13
H 4.859736 -0.668991 -1.030270 -0.44 0.75 0.13
H 4.414809 1.175184 0.777031 -0.02 -0.03 -0.29
H -0.831535 0.552880 1.636598 0.08 -0.10 0.16
H -0.546900 0.874617 -0.771122 0.05 0.10 0.14
H -2.520915 -3.485686 1.499684 0.20 -0.05 -0.10
H -1.397472 -0.891975 0.786471 -0.02 0.08 0.17
H 5.404959 -2.738063 0.135414 -0.04 0.07 0.00
H -5.404548 1.973775 -1.019425 0.08 0.10 -0.37
H -0.562665 3.926254 2.305510 -0.08 -0.30 -0.06
H -4.770792 -5.563139 -0.392899 0.24 0.41 0.02
H 2.309208 2.514511 -2.021871 -0.13 -0.48 0.16
H 6.117403 0.628063 0.754317 -0.05 0.07 -0.18
H -6.590859 0.710650 -0.666266 -0.18 0.34 -0.22
H 0.241614 -0.684038 -0.931332 -0.06 0.04 0.04
H -4.703364 0.500000 1.019450 -0.09 0.55 -0.11
H -0.124575 4.812921 0.920968 -0.13 -0.31 -0.58
H 3.681348 -1.132360 0.163866 0.22 -0.67 0.43
H 5.001833 0.064243 1.968553 -0.03 -0.20 -0.08
H 2.013246 3.557388 0.770799 0.07 -0.30 0.15
H -3.799218 -6.611109 0.650681 -0.02 -0.01 -0.07
H 0.150671 -0.938242 1.634041 0.19 0.07 -0.08
H -0.453801 2.998570 0.798280 0.13 0.06 -0.31
H 2.872438 4.640096 2.603479 0.10 -0.20 -0.07
H 3.936953 2.113607 -1.398311 -0.03 0.00 0.10
H 4.430305 0.641213 -3.207292 0.01 0.14 -0.53
H -3.667906 0.110152 -0.413434 0.09 0.42 0.28
H 3.666859 3.055245 -2.886786 0.35 -0.16 0.15
H -4.639630 -3.772952 1.391185 -0.46 -0.33 0.08
H 2.922852 -0.935401 -2.872478 -0.12 0.01 0.09
H -5.457851 -6.212926 1.079435 0.05 -0.05 -0.07
H -5.019735 -0.855465 -0.041985 -0.01 0.03 0.22
H 2.038772 0.532334 -0.645121 -0.44 -0.20 -0.31
H -4.060780 -4.923502 2.584358 0.16 -0.36 -0.06
H -6.246509 0.279106 -2.768687 -0.08 0.11 0.02
H 1.498656 2.632928 2.213180 0.51 0.19 0.19
```
Positions in Å, forces in eV/Å.

Values from the calculation:
HOMO   -9.92 eV
Orbital gap   10.4 eV
Energy   -25310.54990 eV
Energy above the lowest of the compared OMol25 structures with the same formula, charge and spin   61.14 kcal per mole

Atom charges from the Mulliken analysis, given in e for atoms 1 to 4: O -0.56; O -0.52; O -0.18; O -0.56

***

# 4
C20H26F15NiO11 | ωB97M-V with the def2-TZVPD basis set

```
73
Properties=species:S:1:pos:R:3:forces:R:3
Ni -1.574604 -24.794730 9.508404 -0.45 1.86 -1.23
F 7.027373 -21.011829 9.881921 0.03 0.03 0.06
F 6.895713 -20.747184 7.740367 0.03 -0.03 -0.13
F -4.199235 -23.306446 13.870797 0.06 0.02 0.00
F -4.477204 -18.916631 8.338872 -0.02 0.26 -0.25
F -5.407929 -17.974933 6.615369 -0.24 0.01 -0.11
F 1.358851 -25.348674 5.086588 -0.24 0.32 0.20
F -4.538282 -28.302899 8.131171 0.08 0.16 -0.04
F 5.899507 -19.354159 9.058545 -0.02 -0.23 -0.01
F -2.655085 -27.272956 7.813174 -0.16 0.03 -0.01
F -4.417358 -26.691328 6.684222 0.04 -0.01 0.06
F -3.625873 -17.113580 7.481129 -0.06 0.15 0.08
F -2.713519 -24.807759 13.421067 0.10 -0.09 0.08
F -2.107370 -22.913257 14.296299 0.06 -0.04 0.13
F -0.531656 -24.357283 5.503142 0.07 -0.07 0.09
F 1.241332 -23.823840 6.641808 -0.14 -0.20 -0.24
O 5.124641 -22.751982 8.642668 0.11 -0.20 -0.12
O -3.512714 -20.367871 6.463366 -0.17 -0.41 0.19
O 3.886664 -20.944013 9.180781 -0.06 0.28 0.19
O 0.691266 -27.064446 6.830920 0.13 0.03 0.00
O -3.604547 -25.100610 9.109636 0.74 -0.57 0.83
O -3.202006 -21.705394 11.971451 -0.06 -0.01 0.37
O -0.315843 -25.541462 8.124873 -0.07 -0.71 0.65
O -2.304960 -23.551718 11.117083 0.33 -0.78 0.13
O -5.530777 -26.197394 9.386541 -0.03 -0.41 0.28
O -2.671402 -18.568107 5.410804 0.31 0.22 -0.17
O -1.605790 -23.210788 8.561716 -0.62 0.54 0.77
C 0.510898 -28.134539 7.795860 -0.08 -0.68 0.36
C -2.758768 -22.914502 12.041444 -0.31 0.02 -0.36
C 0.591662 -24.828882 6.042426 0.46 -0.11 -0.22
C -3.352378 -19.076875 6.242729 -0.19 -0.06 -0.26
C -7.493624 -25.079661 10.253872 -0.76 0.06 0.62
C -6.020431 -25.285739 10.413354 0.17 0.80 0.53
C -2.751858 -21.271377 5.641110 0.10 -0.49 -0.57
C -3.497471 -22.580525 5.523517 -0.35 -0.12 0.74
C -3.992933 -27.125256 7.864706 0.04 -0.26 0.22
C -2.948129 -23.497635 13.454391 -0.08 -0.05 -0.06
C -4.337616 -26.059572 8.936707 -0.34 0.44 -1.01
C -3.108200 -21.022941 10.706743 0.21 1.05 -1.29
C 0.267459 -25.887559 7.119576 -0.09 0.25 -0.04
C -4.242965 -18.246957 7.182080 0.30 -0.27 0.60
C 6.224624 -20.637224 8.882236 -0.01 0.14 0.04
C 0.732035 -29.434883 7.079206 -0.20 -0.65 -0.07
C 1.629925 -21.319720 8.337552 -0.02 0.64 0.05
C 5.003313 -21.587714 8.868059 -0.04 0.18 0.13
C -1.746722 -20.388329 10.500685 0.50 -0.39 0.53
C 2.701004 -21.730863 9.317568 -0.30 -0.88 -0.07
H -3.275197 -21.694701 9.863583 -0.15 -0.33 0.30
H -1.196926 -22.614326 7.938275 0.49 -0.62 -0.28
H -1.343599 -19.907034 11.394802 -0.30 0.03 0.08
H -2.953565 -23.310228 4.926911 0.13 0.17 -0.11
H 1.663492 -29.493916 6.521592 0.06 0.28 0.02
H 1.914677 -21.432673 7.292587 0.09 -0.43 0.06
H 0.752940 -21.917719 8.591388 -0.09 0.04 -0.30
H -1.781791 -21.413902 6.121033 0.04 0.11 -0.10
H -1.046683 -21.179856 10.224976 0.07 0.19 -0.20
H -7.802543 -24.779819 9.256031 0.18 -0.10 -0.11
H -1.783705 -19.623777 9.728636 -0.10 -0.14 -0.19
H -0.494596 -28.096348 8.207844 -0.05 0.18 -0.13
H -2.610869 -20.858360 4.643793 0.12 0.32 0.16
H 0.759465 -30.250757 7.806269 -0.03 0.15 0.07
H -3.883789 -20.262265 10.693319 -0.13 -0.14 0.41
H -5.477060 -24.340654 10.366948 0.01 -0.09 -0.45
H -5.756881 -25.705509 11.385646 -0.12 -0.34 -0.15
H -0.096291 -29.659510 6.406937 0.07 0.11 -0.10
H -7.809120 -24.280494 10.932528 0.24 0.09 -0.10
H 1.202562 -28.018367 8.630415 0.20 0.36 -0.22
H 1.374467 -20.259655 8.421198 -0.03 -0.08 0.34
H 2.330377 -21.673925 10.343536 0.22 0.52 0.01
H -4.484839 -22.435828 5.085356 0.05 0.06 -0.09
H 2.957190 -22.783976 9.185096 0.09 0.10 -0.20
H -8.085865 -25.929700 10.595734 0.18 -0.21 -0.36
H -3.632927 -23.013752 6.519498 0.00 -0.01 -0.06
```
Positions in Å, forces in eV/Å.

Values from the calculation:
HOMO (spin up / spin down)   -13.09 / -12.86 eV
Orbital gap (spin up / spin down)   9.5 / 8.4 eV
Energy   -125483.89788 eV
Energy above the lowest of the compared OMol25 structures with the same formula, charge and spin   0.00 kcal per mole
Charge   +1
Spin multiplicity   3

Atom charges from the Mulliken analysis, given in e for atoms 1 to 4: Ni 1.23; F -0.24; F -0.24; F -0.25